Molecular formula: C50H46LuN10O2S5
Method: DFT, the ωB97M-V functional and the def2-TZVPD basis

Geometry as XYZ:
```
114
C50H46LuN10O2S5, DFT the ωB97M-V functional and the def2-TZVPD basis
Lu -0.078 0.303 0.121
S 0.236 3.191 -1.718
S -3.763 -4.599 -1.340
S -1.899 2.661 0.785
S 1.460 2.749 1.299
S 4.641 3.251 -2.655
O -0.594 -1.036 4.571
O -3.935 -1.369 -1.605
N -2.284 0.111 -1.266
N 1.777 -0.078 -1.652
N -0.130 -2.083 -1.122
N 2.698 -3.056 1.875
N 2.411 -1.134 0.880
N 1.227 -1.527 1.324
N -0.070 0.352 2.888
N 4.572 -2.027 1.015
N -2.058 -0.731 1.350
N 3.255 -2.073 1.225
C 3.966 0.536 -2.522
C 2.702 0.818 -1.966
C -0.856 -0.542 3.375
C 2.106 2.780 4.436
C 2.518 -4.042 -2.845
C 2.027 -1.379 -1.972
C 1.428 -2.696 1.937
C 0.934 2.034 4.459
C -3.597 -6.709 -2.782
C 1.250 -3.687 -2.296
C -3.639 2.559 -3.575
C -2.190 -5.066 -1.945
C 4.230 -0.801 -2.796
C -4.151 -1.906 1.177
C 1.021 -2.383 -1.780
C -4.497 -5.936 -2.110
C 6.198 3.635 -3.241
C -3.636 -0.882 -2.916
C -2.288 -6.221 -2.690
C 0.319 4.109 1.804
C 0.204 -4.602 -2.303
C 2.460 3.644 0.050
C 3.260 -1.768 -2.559
C 0.943 0.620 3.924
C -1.104 4.404 -1.379
C 6.216 1.337 -3.317
C -4.079 -2.265 2.515
C -1.030 -4.244 -1.771
C 1.697 4.174 -1.159
C -4.682 1.699 -1.594
C -2.247 3.914 -0.501
C -3.091 -0.771 -0.781
C 6.923 2.524 -3.550
C -2.995 -1.836 3.268
C 1.029 4.551 5.652
C -2.790 0.378 -2.622
C -0.192 2.560 5.085
C 4.944 1.541 -2.828
C 3.496 -3.120 -2.947
C -0.145 3.816 5.669
C 0.592 -0.396 5.044
C -5.582 2.750 -1.605
C -1.080 -3.000 -1.104
C -5.511 3.711 -2.599
C -3.111 -1.148 0.638
C -3.706 1.590 -2.581
C -2.020 -1.058 2.647
C -4.538 3.614 -3.580
C 2.156 4.026 5.038
C -1.098 3.655 2.088
H -1.100 1.974 5.138
H 6.637 0.368 -3.510
H 2.368 4.229 -2.016
H -6.341 2.808 -0.842
H 1.075 5.515 6.134
H -4.568 -0.659 -3.434
H 6.483 4.663 -3.334
H 4.879 -1.601 0.152
H -6.212 4.530 -2.606
H -2.900 2.473 -4.357
H -4.759 0.964 -0.806
H -0.628 5.283 -0.953
H 2.431 1.849 -1.815
H 5.163 -1.102 -3.240
H -1.977 0.521 -3.334
H -4.856 -2.865 2.963
H -3.864 -7.590 -3.333
H 1.925 0.428 3.482
H 7.926 2.554 -3.935
H 0.360 -5.577 -2.735
H 1.338 5.183 -0.976
H -1.972 -2.776 -0.536
H 1.362 -1.152 5.210
H -1.022 4.215 6.149
H 3.231 2.927 -0.229
H 0.370 0.085 5.998
H -2.703 4.763 0.010
H -1.729 4.527 2.272
H 2.952 4.476 0.554
H 4.456 -3.368 -3.368
H -1.513 4.691 -2.350
H -1.455 -6.698 -3.172
H -2.899 -2.107 4.309
H -4.487 4.352 -4.365
H 2.987 2.369 3.964
H -1.122 3.006 2.962
H 0.683 -3.286 2.430
H 5.042 -2.887 1.277
H 2.658 -5.054 -3.189
H 0.738 4.540 2.714
H -5.556 -6.072 -2.032
H 0.337 4.857 1.018
H 3.082 4.578 5.038
H -3.002 3.433 -1.115
H -3.087 -1.665 -3.452
H -4.970 -2.219 0.546
```

Values from the calculation:
Net charge: +3
Energy relative to the best compared isomer or geometry (same formula, charge and spin) in eV: 0.6647
Highest occupied orbital energy in eV: -14.283

These are the Löwdin partial charges, in e, on atoms 1 to 5:
1 Lu 1.601
2 S 0.822
3 S 1.072
4 S 0.809
5 S 0.826

Molecular formula: C50H47AsN3O4PbSSi
Method: DFT, the ωB97M-V functional and the def2-TZVPD basis

Geometry as XYZ:
```
108
C50H47AsN3O4PbSSi, DFT the ωB97M-V functional and the def2-TZVPD basis
Pb -1.292 0.483 1.065
As 0.594 -3.175 0.133
S -2.710 0.250 3.479
Si 0.841 3.465 -0.080
O 1.250 -0.264 -0.921
O -0.460 2.559 0.005
O 1.469 -1.492 -2.649
O -0.810 -2.684 -0.604
N -2.105 0.635 -3.301
N 1.421 -1.389 -1.411
N -2.919 -1.523 1.490
C -0.125 -5.986 3.308
C -0.551 7.955 -0.357
C 2.902 2.136 -1.587
C -1.125 -5.374 0.799
C -5.189 2.703 -0.066
C 2.502 -5.319 -2.911
C -0.699 1.051 -2.995
C 3.701 1.895 -2.695
C 1.358 2.831 2.643
C 0.853 -1.708 2.576
C -0.087 -4.604 1.325
C -4.086 -3.601 1.562
C 3.292 3.625 1.488
C 1.531 -2.083 1.423
C -1.472 6.920 -0.276
C -1.655 -6.436 1.515
C 1.494 -0.958 3.550
C 0.330 5.289 -0.197
C 2.819 -0.585 3.366
C 3.586 2.695 -3.825
C 2.669 3.736 -3.839
C -4.024 -2.186 3.495
C -2.166 -0.118 -4.574
C -3.317 -2.660 0.911
C 1.872 3.970 -2.723
C -1.033 5.601 -0.196
C 1.968 3.178 -1.574
C -3.239 1.231 -0.044
C -4.071 2.177 0.567
C 2.858 -1.720 1.243
C 1.833 -4.281 -0.855
C 0.406 -4.921 2.585
C -2.749 -0.119 -2.140
C 1.662 -4.455 -2.220
C -4.744 1.332 -1.970
C 3.445 3.040 3.818
C 1.934 3.296 1.456
C 3.689 -5.812 -0.879
C 2.841 -4.963 -0.181
C -3.258 -1.260 2.767
C 3.516 -5.994 -2.246
C -5.537 2.277 -1.344
C 3.501 -0.969 2.216
C -3.600 0.831 -1.334
C -4.436 -3.349 2.887
C 4.041 3.502 2.652
C 0.810 7.668 -0.355
C -1.155 -6.746 2.775
C 1.238 6.350 -0.275
C 2.098 2.704 3.813
H -0.704 1.623 -2.063
H 2.304 6.142 -0.278
H 1.208 -4.336 3.022
H 4.402 1.069 -2.687
H 2.982 1.481 -0.726
H -0.889 8.983 -0.418
H -2.465 -7.021 1.094
H -1.943 -0.578 -1.565
H -1.573 -7.569 3.341
H 3.371 -1.985 0.326
H 2.967 -4.836 0.888
H -1.748 4.788 -0.123
H 4.029 2.940 4.726
H 4.169 -6.665 -2.790
H -2.959 -2.822 -0.097
H -1.536 -0.999 -4.468
H 1.624 2.336 4.716
H -3.846 2.507 1.576
H -6.421 2.665 -1.836
H 1.165 4.793 -2.744
H -0.087 0.158 -2.899
H 2.573 4.364 -4.717
H 1.533 8.473 -0.415
H -5.805 3.435 0.444
H -0.180 -2.014 2.713
H 0.893 -3.895 -2.734
H 0.306 2.564 2.650
H 0.948 -0.646 4.432
H -4.274 -1.961 4.523
H -0.343 1.665 -3.821
H 3.320 0.020 4.111
H 4.528 -0.661 2.068
H 0.268 -6.215 4.291
H 4.212 2.508 -4.690
H 5.093 3.761 2.648
H -1.529 -5.115 -0.172
H -5.027 -4.069 3.443
H -3.340 -0.912 -2.598
H -2.534 7.138 -0.271
H 2.372 -5.453 -3.978
H -2.657 1.490 -3.389
H -4.379 -4.513 1.060
H -3.195 -0.408 -4.775
H -5.021 0.976 -2.961
H 4.478 -6.337 -0.355
H 3.781 3.969 0.581
H -1.782 0.512 -5.372
```

Values from the calculation:
Net charge: -1
Energy relative to the best compared isomer or geometry (same formula, charge and spin) in eV: 0.7573
Highest occupied orbital energy in eV: -4.658

These are the Löwdin partial charges, in e, on atoms 1 to 5:
1 Pb 1.201
2 As 1.162
3 S 0.433
4 Si 0.402
5 O -0.162

Molecular formula: C50H47N10PSY
Method: DFT, the ωB97M-V functional and the def2-TZVPD basis

Geometry as XYZ:
```
110
C50H47N10PSY, DFT the ωB97M-V functional and the def2-TZVPD basis
Y -0.235 -0.292 -0.091
S 0.458 -3.165 0.751
P -0.861 2.285 -1.136
N -0.134 -2.092 -2.991
N 0.016 0.322 3.280
N 3.198 -0.241 -0.152
N -3.233 -1.805 0.548
N 2.926 -3.888 1.183
N 1.268 -0.888 -1.435
N 1.298 0.078 1.275
N -1.484 -0.514 1.595
N 2.001 -2.496 2.776
N -1.505 -1.594 -1.094
C 3.191 -2.508 3.600
C 0.454 4.813 -1.799
C 1.086 0.552 2.538
C 3.986 -3.228 -4.317
C -3.168 1.998 0.300
C 2.609 -0.849 -1.165
C 4.825 2.304 3.211
C -3.145 -1.763 5.704
C -4.006 -2.327 3.513
C -1.294 -2.041 -2.368
C -4.246 -3.511 -4.246
C 4.155 -4.055 1.927
C 3.885 2.474 4.227
C 2.646 -2.947 -4.111
C 2.306 1.199 2.995
C 4.527 1.573 2.073
C 4.407 -2.779 2.722
C 2.313 -2.134 -3.041
C -2.553 4.302 0.059
C -4.062 -2.425 4.893
C -4.760 -3.008 -1.933
C 3.309 -1.610 -2.188
C -0.516 1.880 -3.889
C 0.737 3.834 0.506
C 1.887 -3.178 1.632
C -2.760 -1.922 -0.675
C 4.648 -1.902 -2.402
C -2.051 -0.899 3.785
C 4.971 -2.716 -3.475
C 1.834 2.779 -1.445
C -2.999 -1.550 2.966
C -4.592 3.706 1.190
C -2.554 -2.576 -2.870
C -1.086 -0.290 2.883
C 1.034 -1.696 -2.509
C -4.316 2.366 0.978
C -3.703 4.667 0.738
C -2.268 3.599 -3.314
C -3.469 -2.528 -1.793
C 3.261 1.018 1.968
C 2.601 0.263 0.915
C -1.603 2.290 -2.895
C -2.124 -0.997 5.165
C -5.135 -3.498 -3.175
C -2.675 1.195 -2.881
C -2.941 -3.063 -4.106
C -2.274 2.958 -0.179
C -2.603 -1.297 1.593
C 0.573 3.525 -0.988
C 2.620 1.918 4.138
H -2.246 -3.084 -4.930
H 5.240 1.449 1.274
H -3.226 -1.860 6.776
H 0.212 2.672 -4.047
H 0.567 4.617 -2.862
H 4.278 -3.861 -5.141
H 5.801 2.754 3.317
H -1.398 -0.504 5.792
H -2.249 0.235 -2.587
H -4.575 -3.889 -5.203
H 2.682 3.462 -1.434
H -5.496 4.001 1.701
H -6.134 -3.881 -3.322
H -1.552 4.391 -3.505
H 2.063 1.956 -0.770
H 2.764 -4.444 0.358
H -0.488 5.329 -1.641
H -4.698 -2.849 2.873
H 1.726 4.258 0.678
H -3.494 1.444 -2.209
H 4.070 -4.910 2.608
H 0.006 0.982 -3.550
H -2.821 3.426 -4.237
H -4.824 -3.034 5.354
H 4.966 -4.253 1.223
H -3.089 1.076 -3.881
H -5.450 -2.997 -1.103
H 1.740 2.381 -2.453
H 4.145 3.063 5.093
H 1.255 5.489 -1.503
H -0.970 1.655 -4.853
H -1.884 5.077 -0.280
H -2.965 0.946 0.127
H 0.657 2.923 1.107
H 3.274 -1.539 4.098
H 3.100 -3.282 4.372
H 4.554 -1.944 2.035
H 5.297 -2.887 3.339
H 5.410 -1.511 -1.747
H 1.891 2.049 4.922
H -3.908 5.714 0.904
H 1.874 -3.346 -4.749
H -0.002 4.543 0.868
H 1.183 -2.013 3.114
H 6.005 -2.971 -3.660
H -4.991 1.603 1.336
H -2.980 3.939 -2.564
```

Values from the calculation:
Net charge: +1
Highest occupied orbital energy (spin up / spin down) in eV: -8.802 / -8.901

These are the Löwdin partial charges, in e, on atoms 1 to 5:
1 Y 1.177
2 S 0.700
3 P 1.125
4 N 0.225
5 N 0.211

Molecular formula: C50H47N2O2P2STi
Method: DFT, the ωB97M-V functional and the def2-TZVPD basis

Geometry as XYZ:
```
105
C50H47N2O2P2STi, DFT the ωB97M-V functional and the def2-TZVPD basis
Ti 0.059 2.334 0.384
S 0.418 2.717 -2.273
P 1.538 -3.438 0.950
P -1.989 -1.508 0.405
O -0.493 2.466 -3.360
O 0.864 1.542 -1.441
N -0.188 3.653 -1.100
N -1.753 3.089 0.836
C -2.677 -1.119 -2.250
C 2.219 0.847 1.494
C 1.904 3.461 -2.917
C 4.752 -2.405 -1.439
C -4.419 -0.667 -0.664
C -2.450 2.783 1.951
C -3.654 4.252 -0.123
C 0.428 -2.713 -0.373
C 0.798 4.725 2.722
C -4.030 -3.198 1.422
C -4.208 4.934 -1.243
C 1.462 -0.123 3.724
C -2.291 3.872 -0.147
C -2.028 4.971 -2.326
C -4.734 -0.126 -2.937
C 0.600 -7.455 1.282
C -3.746 3.342 2.139
C 4.114 4.724 -4.036
C -3.471 -0.673 -3.266
C -3.577 -2.315 4.051
C 2.910 2.700 -3.471
C -3.403 5.282 -2.325
C 3.153 5.485 -3.373
C 3.244 -3.297 0.235
C 2.054 4.873 -2.794
C 2.066 3.226 1.168
C 5.743 -3.183 -0.874
C 1.114 -7.991 0.079
C -1.480 4.234 -1.259
C -3.150 -1.116 -0.917
C -4.529 -3.341 3.809
C 3.505 -2.389 -0.775
C 1.764 -7.151 -0.806
C 5.436 -4.225 0.001
C 3.969 3.358 -4.108
C 4.207 -4.256 0.607
C 1.906 -5.788 -0.592
C -1.076 -2.956 -0.239
C 1.147 3.348 2.244
C -4.286 4.068 1.128
C 0.912 2.181 3.026
C 1.330 -5.199 0.575
C 2.691 2.002 0.809
C -2.824 -1.809 2.986
C -3.030 -2.208 1.660
C -5.187 -0.054 -1.650
C 3.848 1.940 -0.172
C -4.766 -3.703 2.517
C 0.692 -6.089 1.511
C 1.489 0.954 2.705
H 2.831 -1.553 -0.975
H 1.916 0.230 4.713
H -0.244 4.815 2.890
H -3.402 -1.932 5.074
H -6.115 0.438 -1.411
H 2.089 -1.012 3.429
H 1.133 5.487 1.949
H -3.839 5.715 -3.225
H 0.404 -0.438 3.945
H 4.985 5.259 -4.501
H 1.278 5.471 -2.281
H -4.864 -0.823 0.337
H 0.731 -3.170 -1.336
H 3.725 1.135 -0.924
H -5.362 0.243 -3.758
H 0.203 -5.693 2.410
H -5.233 5.184 -1.176
H 6.801 -3.006 -1.152
H -4.305 3.198 3.080
H 2.895 1.597 -3.511
H -2.011 2.086 2.672
H 3.188 6.535 -3.235
H -1.338 -3.814 0.323
H -2.126 -0.981 3.142
H 3.991 -4.970 1.384
H 4.928 -1.573 -2.146
H -3.178 -0.798 -4.313
H 2.486 -5.164 -1.276
H 2.372 4.179 0.829
H 6.150 -4.984 0.241
H 4.796 1.768 0.417
H 0.087 -8.162 1.939
H -5.556 -4.421 2.303
H 1.287 4.922 3.689
H 1.046 -9.058 -0.076
H -4.338 -3.390 0.434
H 4.725 2.759 -4.582
H -5.087 -3.817 4.625
H 0.346 2.220 3.990
H -1.429 -3.134 -1.259
H 2.141 -7.548 -1.702
H 0.651 -1.628 -0.310
H -5.286 4.424 1.253
H 3.984 2.863 -0.739
H -1.401 5.200 -3.193
H -1.648 -1.423 -2.418
H 2.698 -0.103 1.264
```

Values from the calculation:
Net charge: +2
Spin multiplicity: 2
Highest occupied orbital energy (spin up / spin down) in eV: -11.805 / -11.805
<S²>: 0.75

These are the Löwdin partial charges, in e, on atoms 1 to 5:
1 Ti 1.121
2 S 0.692
3 P 1.016
4 P 1.035
5 O -0.217